Record 1
100
Properties=species:S:1:pos:R:3:forces:R:3 method="wB97M-V/def2-TZVPD" e_lumo_ev=-0.70 total_charge=0 gap_ev=5.32 e_above_lowest_kj_mol=253.19 fmax_ev_per_a=4.67
Pb 0.33597 0.51563 -0.44271 -0.5 -0.2 1.3
C 2.85726 -1.12545 1.96359 -1.6 -1.2 -0.7
C 3.93157 -0.44959 1.15936 0.8 -1.0 -0.8
C 3.44405 0.88406 0.64607 1.3 1.1 0.2
N 2.67332 0.78380 -0.55919 -0.2 0.0 0.0
C 3.24810 0.60009 -1.73622 0.7 -0.4 1.6
C 4.64969 0.48078 -1.86225 1.0 -0.3 -1.1
C 5.52177 0.19092 -2.93616 -1.8 -0.4 -0.2
C 5.17057 -0.21270 -4.23251 -0.4 0.5 0.5
C 3.84447 -0.23247 -4.71770 1.1 0.1 -0.8
C 2.65947 0.15802 -4.12435 1.2 -0.3 0.5
C 2.29587 0.53122 -2.81690 -0.3 0.6 -1.0
N 1.05347 0.87366 -2.52283 0.3 0.2 -2.0
C 0.08756 0.84470 -3.63125 -0.9 1.4 1.0
C -1.35048 0.89447 -3.11922 -1.0 -0.9 -0.9
C -1.85187 -0.51270 -2.69384 -1.0 -0.1 -1.1
N -0.80265 -1.13913 -1.94617 0.0 2.6 -0.5
C -0.83832 -2.37744 -1.65637 -0.6 -1.8 0.4
C -1.96783 -3.20201 -1.71682 0.1 -0.7 -0.3
C -2.04636 -4.64415 -1.52502 -1.0 2.1 -0.3
C -1.09129 -5.58737 -1.47120 1.4 0.0 -0.4
C 0.27946 -5.34788 -1.82103 -0.2 -0.7 0.1
C 0.93847 -4.20406 -1.70230 0.0 2.6 0.0
C 0.41814 -2.88095 -1.12252 0.8 -2.2 0.4
N 1.04643 -2.23365 -0.21443 1.0 -0.8 -1.0
C 2.31696 -2.91996 0.14815 -0.9 0.6 1.9
C 2.65554 -2.62158 1.62342 0.0 -0.1 0.6
H 1.88426 -0.71992 1.68389 -0.2 0.3 -0.5
H 2.76879 -0.91114 3.01740 0.9 -0.1 0.6
H 4.09874 -1.06024 0.23206 0.2 0.3 0.9
H 4.89757 -0.40288 1.69528 -0.4 0.1 -0.2
H 4.32630 1.56005 0.45462 -0.8 -0.3 0.4
H 2.83200 1.28679 1.46225 0.0 0.5 -0.4
H 5.20005 0.55988 -0.94757 0.0 0.3 0.4
H 6.57004 0.20362 -2.69078 0.2 0.0 0.1
H 5.98925 -0.46066 -4.90380 -0.3 0.0 0.0
H 3.75061 -0.51302 -5.80024 0.0 0.2 1.1
H 1.83804 0.10301 -4.75507 -1.0 -0.1 -1.3
H 0.21914 -0.01807 -4.23174 -0.2 -1.1 -0.5
H 0.12476 1.69665 -4.33951 0.9 -0.1 0.5
H -1.96909 1.33632 -3.95108 0.3 -0.6 0.9
H -1.50516 1.51395 -2.24464 0.3 0.7 0.1
H -2.14325 -1.16271 -3.58634 0.5 0.7 0.7
H -2.82121 -0.38050 -2.15125 0.5 -0.1 0.0
H -2.84685 -2.57200 -1.92712 0.0 -1.1 0.1
H -3.07429 -4.96296 -1.48612 -0.4 -0.4 0.2
H -1.25671 -6.62478 -1.33600 -1.0 -0.7 0.1
H 0.81296 -6.22330 -2.21434 0.0 0.4 0.2
H 1.95677 -4.08437 -2.04484 0.1 -0.3 -0.1
H 3.09947 -2.59426 -0.54117 0.1 -0.2 0.0
H 2.18241 -4.01437 0.15262 0.2 0.4 -0.5
H 3.51838 -3.25655 1.83784 0.3 0.2 0.2
H 1.84709 -3.03173 2.28744 0.5 0.4 -0.7
O -1.65452 8.78126 1.16024 -3.4 1.8 0.5
N -0.70847 8.12098 1.03671 4.3 -1.9 -0.2
O 0.43740 8.59704 0.91165 -1.2 -0.7 0.2
C -0.88292 6.59652 1.03348 0.7 1.3 -0.7
C -2.03582 6.15067 1.52545 0.2 -2.1 -0.1
C -2.31743 4.71707 1.33729 -2.0 1.1 0.8
C -3.55454 4.18080 1.79458 0.4 -0.1 0.8
C -3.81836 2.85365 1.52913 -0.2 0.5 -0.1
C -2.95257 2.15539 0.67592 -0.8 -1.6 0.4
N -1.83248 2.65378 0.22695 -0.4 -1.7 -0.6
C -1.52288 3.85841 0.59160 2.6 3.0 -0.9
C -0.22751 4.41618 0.07845 0.2 -0.1 1.0
N 0.66208 3.53672 -0.48649 -1.0 0.8 0.6
C 1.83254 4.00839 -0.84025 -0.8 0.5 0.2
C 2.16376 5.36982 -0.71044 1.7 -0.2 -0.2
C 1.38804 6.26486 -0.07266 -2.3 -1.6 0.0
C 0.10364 5.77103 0.36458 0.4 0.2 -0.4
H -2.72868 6.78154 2.05090 -0.2 0.1 -0.1
H -4.21685 4.75931 2.47580 0.5 -0.3 -0.8
H -4.68626 2.37452 1.96116 0.0 -0.1 -0.2
H -3.17148 1.09212 0.41971 0.2 1.0 0.2
H 2.48559 3.25213 -1.20926 0.7 -0.2 -0.4
H 3.12700 5.76429 -1.01340 0.1 -0.5 -0.3
H 1.68230 7.26974 0.03359 0.2 0.7 0.2
C -3.43100 -4.49435 2.03984 -0.2 1.0 0.6
N -2.69497 -3.43162 1.33472 -1.7 0.5 -1.9
C -3.66024 -2.30777 0.82805 0.9 -1.7 0.8
C -1.51691 -2.88168 2.02019 0.8 -0.1 2.1
C -1.82392 -1.88224 3.11417 -0.1 0.1 0.9
C -1.95243 -2.29401 4.46168 -0.6 0.9 0.7
C -2.31329 -1.30500 5.41053 0.0 -0.5 -0.2
C -2.44954 0.01744 5.03323 0.6 0.7 0.3
C -2.11263 0.40947 3.72607 -0.5 -1.0 1.2
C -1.86226 -0.50812 2.71753 0.3 -0.8 -0.8
H -4.38741 -4.72289 1.59999 -0.3 0.3 -0.4
H -3.57865 -4.16287 3.06638 0.0 -0.1 0.1
H -2.84518 -5.36604 1.98221 0.8 -1.1 0.3
H -2.33835 -3.82727 0.45748 0.1 0.0 -0.1
H -4.20566 -2.06377 1.72235 -0.4 0.5 0.0
H -4.26619 -2.73132 0.02778 0.0 -0.1 0.2
H -3.04633 -1.49874 0.47680 0.2 0.4 0.1
H -1.02146 -2.27691 1.30467 0.8 0.1 -1.0
H -0.86986 -3.72325 2.40405 -0.7 0.6 -0.6
H -1.82130 -3.30183 4.90238 0.1 0.3 -0.8
H -2.46038 -1.53518 6.46328 0.0 -0.3 -0.2
H -2.67327 0.77263 5.82009 0.1 -0.5 -0.7
H -2.01975 1.45603 3.57045 -0.1 1.0 -0.4


Record 2
111
Properties=species:S:1:pos:R:3:forces:R:3 method="wB97M-V/def2-TZVPD" e_lumo_ev=3.10 total_charge=-2 gap_ev=1.93 e_above_lowest_kj_mol=159.79 fmax_ev_per_a=1.80
Cs 0.07086 -0.09269 -0.20941 0.0 -0.3 -0.1
C 1.99554 -7.36586 -1.98637 0.9 0.6 0.3
S 1.10848 -6.36031 -3.16962 0.0 0.2 0.2
C 0.60479 -4.91607 -2.19184 -0.8 0.6 -0.6
S 1.58067 -4.04583 -1.10290 0.7 -0.2 0.5
N -0.56466 -4.55561 -2.60713 0.6 -1.0 0.1
N -1.09935 -3.37593 -2.22566 -0.7 0.3 0.1
C -2.03722 -3.44524 -1.36706 0.5 0.5 -0.3
C -2.97012 -2.31282 -1.16840 -0.1 -0.2 0.4
C -3.53468 -1.67829 -2.27939 0.6 -0.4 0.2
C -4.60971 -0.85670 -2.08222 0.1 0.9 0.0
C -5.01848 -0.58817 -0.77929 -0.1 -0.2 0.1
C -4.36817 -1.21164 0.27612 0.2 0.0 -0.5
N -3.36177 -2.07620 0.08959 -0.4 0.0 0.1
H 2.83645 -7.84170 -2.48865 0.0 -0.1 -0.1
H 1.39243 -8.11700 -1.53133 -0.7 -0.6 0.2
H 2.40297 -6.74396 -1.17759 -0.1 0.1 -0.3
H -2.25803 -4.36023 -0.82358 0.0 -0.2 0.1
H -3.06886 -1.84145 -3.24113 -0.2 -0.1 -0.1
H -5.04603 -0.33214 -2.92699 -0.1 -0.1 0.1
H -5.82473 0.10159 -0.58825 -0.1 0.1 0.0
H -4.67464 -1.01676 1.30299 0.1 0.0 -0.1
C 2.46486 -2.43930 3.17603 0.0 -0.1 0.1
N 2.52813 -1.95734 1.82147 -0.6 0.1 0.1
C 3.86163 -2.05059 1.31504 0.3 0.0 0.2
C 4.10154 -1.24859 0.09037 -0.2 0.1 -0.7
N 3.62411 -0.06622 -0.18702 0.1 -0.2 -0.1
C 4.10867 0.21940 -1.46420 0.1 0.1 -0.1
C 3.82502 1.29507 -2.31276 -0.1 -0.1 0.4
C 4.42906 1.32129 -3.54622 0.4 -0.2 0.0
C 5.35467 0.32367 -3.92711 -0.5 0.5 -0.5
C 5.60862 -0.76137 -3.13278 0.1 -0.4 0.4
C 4.94646 -0.80970 -1.91001 -0.2 0.0 0.2
N 4.91881 -1.74937 -0.89526 0.0 0.4 0.1
C 1.06925 -2.52609 3.68668 0.1 -0.2 -0.1
N 0.03692 -2.58750 2.91679 -0.4 -0.1 -0.2
C -1.04014 -2.84102 3.75343 -0.1 0.3 0.0
C -2.38953 -3.02074 3.42702 0.9 0.1 -0.4
C -3.24286 -3.30010 4.45874 -0.8 0.0 0.5
C -2.80377 -3.33849 5.79867 -0.2 -0.3 0.1
C -1.47451 -3.15143 6.13785 -0.1 -0.1 0.1
C -0.60869 -2.90260 5.08562 0.5 -0.1 -0.3
N 0.76892 -2.72213 5.01522 -0.2 0.1 0.3
H 3.06083 -1.79491 3.81585 0.1 0.3 0.2
H 2.89997 -3.44405 3.29926 0.1 -0.2 -0.1
H 1.83274 -2.42015 1.22775 0.3 0.0 0.1
H 4.18688 -3.08136 1.13078 0.0 -0.2 -0.1
H 4.53250 -1.65936 2.08474 0.1 0.1 0.1
H 3.12337 2.05911 -2.01258 -0.1 0.0 0.0
H 4.16843 2.12324 -4.21635 0.1 0.1 -0.2
H 5.80275 0.35208 -4.91374 0.0 0.2 0.0
H 6.27635 -1.55220 -3.44895 0.0 0.0 0.0
H 5.16229 -2.71496 -0.99413 0.0 -0.2 0.0
H -2.69037 -2.94695 2.38691 -0.1 -0.1 0.0
H -4.29331 -3.49875 4.22333 0.3 0.1 0.2
H -3.50658 -3.58006 6.59451 0.0 0.1 -0.2
H -1.12179 -3.24683 7.16406 -0.1 0.1 -0.2
H 1.40527 -2.70425 5.79883 -0.1 0.0 -0.3
F -3.69981 4.12118 5.26197 0.1 0.2 0.0
C -2.39020 3.95459 5.49279 0.4 -0.8 0.1
F -2.27119 3.66347 6.82073 0.0 0.2 -0.2
F -1.75366 5.11630 5.29593 -0.2 0.2 0.0
C -1.78951 2.83695 4.66621 -0.4 0.4 0.0
C -0.41261 2.81772 4.44865 -1.5 0.6 0.8
C 0.08642 1.77435 3.74556 0.1 -1.3 -0.9
N -0.68825 0.80044 3.22626 0.5 0.4 0.4
C -1.99631 0.85767 3.44432 0.6 -0.9 -0.5
C -2.61611 1.84531 4.15679 0.5 1.3 0.5
H 0.17026 3.61974 4.84565 0.5 0.2 0.1
H 1.15024 1.68747 3.58200 0.2 -0.1 -0.2
H -2.54828 0.02834 3.05046 -0.4 -0.3 -0.3
H -3.67815 1.92482 4.27679 -0.3 -0.3 0.0
C -1.30119 -0.32000 -4.62193 0.0 0.3 -0.1
C -0.66179 1.04375 -4.93694 0.3 -0.5 0.2
C 0.82950 1.08139 -4.53379 -0.5 0.0 0.0
C -1.46280 2.15663 -4.32374 -0.4 0.7 -0.2
C -2.07198 3.02060 -5.20996 0.3 -0.2 0.2
C -2.84118 4.10963 -4.81240 -0.3 0.4 -0.4
C -3.02095 4.33116 -3.45026 0.1 0.1 0.5
C -2.46018 3.52870 -2.47783 0.2 -0.5 -1.1
C -2.74414 3.85163 -1.04887 0.2 0.2 0.4
C -3.53551 2.74804 -0.34987 -0.5 0.0 0.0
C -1.45863 4.22229 -0.28972 0.1 0.1 0.2
C -1.60285 2.33536 -2.84988 0.1 0.1 0.4
N -1.03957 1.56396 -1.97314 -0.1 0.0 0.0
H -0.71936 -1.15205 -5.01790 0.2 -0.2 0.0
H -2.28841 -0.35442 -5.10607 0.0 0.0 0.3
H -1.38261 -0.40215 -3.53249 -0.1 -0.1 -0.2
H -0.71148 1.17918 -6.03240 0.1 0.0 0.2
H 0.90031 1.07439 -3.43635 0.0 0.2 -0.3
H 1.27115 1.99593 -4.95762 0.1 -0.2 0.2
H 1.35045 0.20275 -4.92085 0.2 0.0 -0.1
H -1.92728 2.84907 -6.28131 0.0 0.0 0.1
H -3.26369 4.77340 -5.55027 -0.2 0.2 -0.1
H -3.61914 5.19169 -3.11530 0.1 -0.2 -0.1
H -3.37933 4.74808 -1.03761 0.0 0.0 0.0
H -3.07717 1.77489 -0.54811 0.1 0.1 0.0
H -4.57500 2.74518 -0.74094 0.4 -0.1 0.2
H -3.57932 2.93647 0.73381 0.0 -0.1 0.0
H -0.72123 3.42081 -0.45092 -0.2 0.1 0.1
H -1.65767 4.36858 0.79927 0.2 0.0 -0.5
H -1.04723 5.15242 -0.71711 -0.1 -0.2 0.2
N 5.91019 3.02690 0.13276 0.1 -0.1 -0.2
N 4.74755 2.95110 0.86936 0.2 -0.4 0.3
N 3.58968 3.28434 0.36589 -0.5 -0.2 0.5
C 2.77597 2.92905 1.35597 0.2 0.0 0.2
N 3.44726 2.39635 2.40963 -0.3 0.2 -0.4
N 4.70459 2.41567 2.08059 0.0 0.2 -0.3
H 6.35962 3.90560 0.32049 0.2 0.4 0.1
H 6.51478 2.27384 0.43305 -0.1 -0.1 0.0
H 1.70359 3.04699 1.33891 0.1 0.0 -0.2


| no. | HOMO energy (eV) | M (g/mol) | energy (hartree) |
| --- | --- | --- | --- |
| 1 | -6.02 | 914.10 | -2447.19953 |
| 2 | 1.17 | 1027.99 | -3604.13265 |